No. 1
Formula: C4H7N3O
Source: the OMol25 dataset
Level of theory: the ωB97M-V functional and the def2-TZVPD basis

Last column: natural (NBO) charge in e.
Element x y z (Å)
N 2.4687 0.3063 0.0291  -0.819
C 1.2321 -0.2134 0.1303  0.049
C 0.7306 -1.4604 -0.0226  0.034
O -0.6402 -1.5302 0.0219  -0.439
C -1.0827 -0.2043 0.0532  0.292
N -2.4504 0.2259 -0.1197  -0.854
C 0.0155 0.6197 0.0676  0.050
N -0.1497 1.9424 -0.0737  -0.834
H 3.3843 -0.2609 -0.3032  0.386
H 2.5040 1.0387 -0.6772  0.370
H 1.1605 -2.4110 -0.0587  0.189
H -2.9820 -0.6365 -0.7527  0.395
H -2.7354 0.1172 0.9648  0.380
H -1.2156 2.0790 0.0561  0.414
H 0.5520 2.5434 0.3745  0.388

The value obtained for the HOMO-LUMO gap is 0.2951 Eh. As for the net charge: 0. Its max |F| is 5.881 eV/Å. The energy above the lowest of the compared OMol25 structures with the same formula, charge and spin is 71.0 kcal per mole. As for the SMILES: Nc1coc(N)c1N. The value obtained for the calculated total energy is -10776.6679 eV.

=====

No. 2
Formula: C3H3ClNO
Source: the OMol25 dataset
Level of theory: the ωB97M-V functional and the def2-TZVPD basis

Last column: natural (NBO) charge in e.
Element x y z (Å)
C 0.1072 -0.9396 -0.1112  -0.278
C 1.4055 -0.7546 -0.1766  0.236
C -0.8908 0.1335 -0.0017  -0.369
N -0.0243 1.3458 -0.2253  0.184
O -0.3360 2.4605 0.0487  -0.133
Cl 2.9900 -0.6932 -0.0691  0.439
H -0.1286 -2.0504 0.1318  0.355
H -1.7424 0.1871 -0.5653  0.282
H -1.3806 0.3109 0.9686  0.284

The value obtained for the HOMO-LUMO gap (alpha / beta) is 0.2631 / 0.2631 Eh. As for the net charge: +1. Its max |F| is 3.181 eV/Å. The energy above the lowest of the compared OMol25 structures with the same formula, charge and spin is 81.6 kcal per mole. The value obtained for the calculated total energy is -19205.8540 eV.

=====

No. 3
Formula: C8H5F3O2S
Source: the OMol25 dataset
Level of theory: the ωB97M-V functional and the def2-TZVPD basis

Last column: natural (NBO) charge in e.
Element x y z (Å)
C -2.4129 0.6255 -0.5369  -0.207
C -3.4865 -0.1875 -0.5402  -0.391
C -1.5823 -1.2228 0.6132  -0.440
C -1.2836 0.0488 0.1526  -0.234
C 0.3629 2.0518 0.3093  0.211
C -0.1241 0.7732 0.3514  0.103
C 1.8083 -0.6584 0.0449  0.385
C 3.2647 -0.2674 -0.0151  0.838
O -0.4837 2.9408 0.4617  -0.612
O 1.5968 -1.9178 -0.1781  -0.585
F 4.1314 -1.2902 -0.0880  -0.311
F 3.6178 0.4737 1.0397  -0.297
F 3.4699 0.4877 -1.1114  -0.301
S -3.1701 -1.7122 0.2066  0.457
H -2.3822 1.6238 -0.9314  0.253
H -4.4548 0.0050 -0.9599  0.243
H -0.9517 -1.8853 1.1722  0.224
H 1.4371 2.2399 0.2250  0.137
H 0.6429 -2.1288 -0.2156  0.527

The value obtained for the HOMO-LUMO gap is 0.2298 Eh. As for the net charge: 0. Its max |F| is 3.036 eV/Å. The energy above the lowest of the compared OMol25 structures with the same formula, charge and spin is 63.7 kcal per mole. The value obtained for the calculated total energy is -31453.5572 eV.

=====

No. 4
Formula: C7H11NiO6
Source: the OMol25 dataset
Level of theory: the ωB97M-V functional and the def2-TZVPD basis

Last column: natural (NBO) charge in e.
Element x y z (Å)
O 1.4280 -1.7963 1.5598  -0.688
O 3.1561 -0.7988 0.5128  -0.490
O 2.1781 0.1400 2.2614  -0.740
C 2.2432 -0.8324 1.4509  0.977
C 4.5319 -0.7639 0.9015  -0.258
H 4.7897 -1.6890 1.4275  0.197
H 4.7520 0.0969 1.5425  0.201
H 5.1024 -0.6813 -0.0282  0.226
Ni 0.7087 -0.7665 3.0225  1.421
C -1.4257 -0.4551 2.4006  -0.665
H -1.7641 -1.4785 2.2496  0.282
C -0.8365 0.3842 1.5108  0.229
H -0.6988 1.4500 1.7035  0.236
O -1.6826 -1.5246 -0.8055  -0.500
C -1.3697 -0.3705 -0.6749  0.993
O -0.4726 0.0866 0.2438  -0.529
O -1.9871 0.6756 -1.1481  -0.521
C -1.6936 1.0466 -2.5148  -0.065
C -3.0018 1.2446 -3.2380  -0.633
H -1.0999 0.2425 -2.9691  0.193
H -1.0921 1.9647 -2.4927  0.193
H -3.5045 0.2726 -3.3288  0.225
H -2.8413 1.6445 -4.2477  0.233
H -3.6615 1.9264 -2.6855  0.226
H -1.7582 -0.0183 3.3460  0.256

The value obtained for the HOMO-LUMO gap (alpha / beta) is 0.3221 / 0.2945 Eh. As for the net charge: +1. Its max |F| is 3.510 eV/Å. The energy above the lowest of the compared OMol25 structures with the same formula, charge and spin is 0.0 kcal per mole. The multiplicity is 3. The value obtained for the calculated total energy is -60756.1676 eV.